No. 1
{"formula": "C12H24N2O7", "method": "wB97M-V/def2-TZVPD", "orbital_gap_ha": 0.364, "largest_force_ev_per_a": 1.92, "lumo_energy_ha": 0.006, "smiles": "C[C@@H]1O[C@](O)(CO)[C@@H](O)[C@H]1O.CNC(=O)[C@H](C)NC(C)=O", "energy_ev": -30146.14295, "homo_ha": -0.35773, "e_above_lowest_ev": 0.318, "elements": ["O", "O", "O", "O", "O", "O", "O", "C", "C", "N", "N", "C", "C", "C", "C", "C", "C", "C", "C", "C", "C", "H", "H", "H", "H", "H", "H", "H", "H", "H", "H", "H", "H", "H", "H", "H", "H", "H", "H", "H", "H", "H", "H", "H", "H"], "xyz": [[4.43786, -3.56423, 0.09146], [1.64797, -1.70509, -1.83957], [-4.92629, 4.19792, -1.44399], [-1.65181, 1.21445, 1.40405], [-4.23553, 1.18537, 1.04484], [-5.19568, 1.11822, -1.29740], [-2.98266, 1.10042, -1.95086], [4.10800, -3.16739, 1.19804], [2.22578, -1.48722, -0.78198], [3.09683, -0.46777, -0.74612], [2.94983, -2.55717, 1.44407], [5.03742, -3.34453, 2.37566], [3.83286, 0.09718, 0.38375], [-0.62211, 0.69396, -1.65223], [-4.18406, 3.17578, -2.13713], [-1.99655, 0.71705, -0.99141], [-2.08315, 1.74577, 0.13383], [-3.56345, 2.09398, 0.14401], [-4.00262, 1.88180, -1.32127], [0.64445, -1.86350, 1.17946], [1.89113, -2.37778, 0.44552], [-5.21056, 4.89570, -2.05825], [-0.71347, 0.96134, 1.36450], [-3.62218, 1.02059, 1.78999], [-5.22045, 0.74945, -0.39014], [3.24250, -0.03822, -1.64748], [2.75508, -2.27828, 2.38990], [5.91667, -3.89872, 2.04798], [5.33890, -2.36802, 2.74816], [4.52874, -3.90394, 3.15863], [4.17105, 1.10360, 0.13227], [4.70942, -0.51739, 0.59633], [3.19714, 0.15230, 1.26788], [-0.59266, -0.08167, -2.42391], [-0.40133, 1.65841, -2.11877], [0.15162, 0.47749, -0.91233], [-4.69570, 2.91789, -3.06987], [-3.19694, 3.56931, -2.39787], [-2.23800, -0.27838, -0.60279], [-1.50216, 2.63776, -0.12626], [-3.71744, 3.12595, 0.47486], [0.84379, -0.88874, 1.62427], [-0.18126, -1.77224, 0.47224], [0.35531, -2.56877, 1.95975], [1.65374, -3.36260, 0.03820]]}

=====

No. 2
{"formula": "C12H24O24S6", "method": "wB97M-V/def2-TZVPD", "orbital_gap_ha": [0.327, 0.079], "largest_force_ev_per_a": 5.44, "lumo_energy_ha": [-0.149, -0.396], "energy_ev": -126963.21822, "homo_ha": [-0.47524, -0.47521], "charge": 1, "e_above_lowest_ev": 0.810, "spin_multiplicity": 2, "elements": ["C", "C", "O", "S", "O", "O", "O", "H", "H", "H", "H", "C", "C", "O", "S", "O", "O", "O", "H", "H", "H", "H", "C", "C", "O", "S", "O", "O", "O", "H", "H", "H", "H", "C", "C", "O", "S", "O", "O", "O", "H", "H", "H", "H", "C", "C", "O", "S", "O", "O", "O", "H", "H", "H", "H", "C", "C", "O", "S", "O", "O", "O", "H", "H", "H", "H"], "xyz": [[3.05464, 3.33645, -4.81154], [3.15691, 2.14662, -3.93886], [2.16272, 1.22900, -4.31014], [1.03450, 2.00037, -5.20370], [0.07695, 2.75072, -4.39825], [0.45866, 1.26600, -6.34589], [2.05554, 3.17604, -5.75160], [3.95535, 3.46750, -5.41123], [2.95157, 4.18408, -4.13404], [2.96085, 2.44735, -2.90967], [4.08299, 1.57246, -3.96683], [1.59770, 0.10540, 5.37831], [0.17495, 0.49310, 4.75292], [-0.15968, -0.46480, 3.79660], [1.09562, -1.53113, 3.52346], [1.22055, -1.76092, 2.11313], [0.79576, -2.70494, 4.35934], [2.21519, -0.50338, 4.26710], [1.58292, -0.49164, 6.29013], [2.06278, 1.08066, 5.52205], [0.30883, 1.45171, 4.25167], [-0.63744, 0.56462, 5.47612], [1.43665, -3.23104, -3.55109], [2.03017, -1.87817, -3.88012], [2.91661, -2.06192, -4.91064], [2.51460, -3.28788, -5.90787], [3.52303, -4.30431, -6.18353], [1.73029, -2.88306, -7.12019], [1.51681, -3.81981, -4.76645], [0.39173, -3.29135, -3.24678], [2.11897, -3.87935, -3.00134], [2.47641, -1.30951, -3.06428], [1.28896, -1.28462, -4.41529], [1.21779, 0.52217, -0.37370], [1.12516, 1.20341, 1.00976], [0.80713, 2.52138, 0.75107], [0.15048, 2.88555, -0.71502], [1.06963, 3.75634, -1.53299], [-1.31788, 3.16752, -0.65067], [0.35929, 1.27788, -1.18994], [0.82457, -0.49174, -0.29991], [2.18692, 0.53700, -0.87238], [2.04052, 1.19484, 1.60149], [0.37012, 0.80804, 1.68924], [-3.58039, -3.24752, 2.63113], [-2.20950, -3.28063, 3.17855], [-1.28451, -3.41057, 2.08475], [-1.96731, -2.63741, 0.74959], [-1.50577, -3.26515, -0.48822], [-1.63394, -1.24836, 0.84474], [-3.51215, -2.95688, 1.22277], [-3.90498, -2.26238, 2.96616], [-4.25886, -4.09351, 2.74104], [-2.20254, -4.21361, 3.74210], [-2.01844, -2.39865, 3.78987], [-3.57124, 1.19342, 1.97241], [-2.43595, 2.03662, 2.25026], [-2.82315, 2.99124, 3.23039], [-4.43925, 2.90385, 3.56216], [-5.24427, 3.68891, 2.62988], [-4.63328, 3.06900, 4.99432], [-4.36002, 1.28957, 3.14664], [-3.39254, 0.13253, 1.79718], [-4.19350, 1.64455, 1.19951], [-2.31143, 2.54271, 1.29293], [-1.50276, 1.55564, 2.54339]]}

=====

No. 3
{"formula": "C12H25Br2Na2O10", "method": "wB97M-V/def2-TZVPD", "orbital_gap_ha": 0.249, "largest_force_ev_per_a": 2.08, "lumo_energy_ha": -0.159, "energy_ev": -182237.45389, "homo_ha": -0.40871, "charge": 1, "elements": ["Na", "Na", "C", "O", "H", "H", "H", "Br", "C", "C", "Br", "H", "H", "H", "H", "C", "O", "C", "O", "O", "C", "H", "H", "H", "H", "H", "H", "C", "O", "C", "O", "O", "C", "H", "H", "H", "H", "H", "H", "C", "O", "C", "O", "O", "C", "H", "H", "H", "H", "H", "H"], "xyz": [[0.80613, -1.59980, 3.98952], [-1.82739, 0.11948, 2.29182], [0.73921, -1.29760, 0.48497], [0.05027, -1.16394, 1.68435], [1.02252, -2.33219, 0.26145], [0.20287, -0.81128, -0.34520], [1.71417, -0.74547, 0.48278], [-0.26053, -2.99908, -3.59631], [1.50576, -3.73323, -3.20910], [1.34835, -4.94157, -2.34878], [3.11305, -5.55157, -1.77990], [2.08454, -2.93596, -2.74908], [1.99945, -3.89782, -4.16350], [0.86598, -5.77192, -2.84657], [0.82606, -4.68938, -1.43379], [-2.83198, -2.52700, -1.07096], [-4.17861, -2.34955, -0.62699], [-4.47382, -1.65820, 0.45243], [-3.72022, -1.25175, 1.31350], [-5.77169, -1.49181, 0.47042], [-6.33059, -0.87715, 1.64360], [-2.43955, -1.57824, -1.43285], [-2.88671, -3.25417, -1.87361], [-2.14742, -2.94216, -0.32936], [-7.37039, -1.17234, 1.62758], [-6.20819, 0.20082, 1.57019], [-5.82626, -1.23425, 2.53732], [-3.75094, 4.40216, 1.50429], [-2.94708, 4.24423, 0.35576], [-2.22115, 3.17201, 0.23029], [-2.14727, 2.26235, 1.02771], [-1.55731, 3.25041, -0.89161], [-0.59827, 2.23140, -1.13154], [-3.42488, 5.30023, 2.03304], [-3.69463, 3.56062, 2.19310], [-4.79630, 4.55941, 1.24289], [-1.01003, 1.22733, -1.11496], [0.21491, 2.29966, -0.40708], [-0.19297, 2.49101, -2.10453], [6.06520, 3.50790, 1.61919], [6.42242, 3.28326, 0.29136], [6.03082, 2.16829, -0.32275], [6.06671, 2.03895, -1.49878], [5.66095, 1.21332, 0.54065], [4.72947, 0.27861, -0.00170], [6.10824, 4.57082, 1.81943], [6.71078, 2.94256, 2.29411], [5.04810, 3.17102, 1.84876], [3.83198, 0.85303, -0.30040], [4.38280, -0.43321, 0.73117], [5.06351, -0.10821, -0.96234]]}

=====

No. 4
{"formula": "C12H25BrFNO5Si2", "method": "wB97M-V/def2-TZVPD", "orbital_gap_ha": 0.355, "largest_force_ev_per_a": 2.19, "lumo_energy_ha": 0.018, "energy_ev": -113097.15955, "homo_ha": -0.33654, "e_above_lowest_ev": 0.262, "elements": ["C", "O", "C", "C", "C", "C", "Si", "C", "O", "C", "C", "O", "O", "Si", "F", "Br", "C", "C", "O", "N", "C", "C", "H", "H", "H", "H", "H", "H", "H", "H", "H", "H", "H", "H", "H", "H", "H", "H", "H", "H", "H", "H", "H", "H", "H", "H", "H"], "xyz": [[-2.95953, 2.57991, 2.15178], [-2.07726, 3.65677, 1.92813], [-0.98889, 3.38066, 1.07422], [0.20404, 2.77561, 1.80358], [0.14052, 1.24795, 1.89961], [1.53117, 0.57138, 1.83817], [2.00289, -0.08375, 0.15605], [3.59154, -1.10485, 0.32543], [3.93059, -1.89892, -0.82577], [4.14186, -1.17233, -1.96223], [5.21689, -0.12517, -1.92051], [3.51456, -1.41005, -2.97115], [0.74499, -0.88170, -0.62971], [-0.07558, -2.10965, 0.04804], [-0.89273, -1.62735, 1.31722], [1.24052, -3.74261, 0.77573], [-1.28446, -2.82137, -1.18730], [-1.74966, -1.76898, -2.17806], [-1.09084, -1.52544, -3.18221], [-2.97053, -1.06532, -1.90677], [-4.12919, -1.95652, -1.84207], [-2.85713, -0.19707, -0.74174], [-2.67711, 1.69012, 1.59634], [-2.96380, 2.32574, 3.20553], [-3.96277, 2.84761, 1.84129], [-0.70336, 4.32568, 0.62708], [-1.31181, 2.73653, 0.25766], [1.10362, 3.06772, 1.27418], [0.20371, 3.17960, 2.80730], [-0.34923, 0.92112, 2.80756], [-0.46853, 0.86503, 1.08937], [1.66124, -0.19033, 2.60021], [2.28062, 1.32689, 2.06949], [2.33974, 1.07169, -0.70464], [4.38969, -0.37835, 0.50068], [3.58692, -1.76435, 1.18024], [6.00307, -0.34113, -1.20917], [4.79603, 0.85164, -1.72404], [5.64554, -0.09102, -2.91086], [-0.76194, -3.58936, -1.73917], [-2.12083, -3.21271, -0.61722], [-4.91516, -1.56125, -2.47727], [-4.54208, -2.02224, -0.83908], [-3.88361, -2.93726, -2.22908], [-3.62007, 0.57081, -0.81282], [-1.90065, 0.31109, -0.76455], [-3.01302, -0.72447, 0.20058]]}

=====

No. 5
{"formula": "C12H25ClMgNO2P2", "method": "wB97M-V/def2-TZVPD", "orbital_gap_ha": 0.237, "largest_force_ev_per_a": 2.93, "lumo_energy_ha": -0.123, "energy_ev": -54975.40149, "homo_ha": -0.36063, "charge": 1, "e_above_lowest_ev": 0.000, "elements": ["Mg", "P", "C", "C", "N", "C", "C", "C", "C", "C", "P", "H", "H", "H", "H", "H", "H", "H", "H", "O", "H", "H", "O", "H", "C", "H", "H", "H", "C", "H", "H", "H", "C", "H", "H", "H", "C", "H", "H", "H", "Cl", "C", "H", "H"], "xyz": [[-0.01527, -0.53578, 0.40568], [-2.13574, 1.12362, -0.02980], [-2.49651, -0.04181, -1.45712], [-1.35899, -0.28872, -2.41292], [-0.16032, -0.53365, -1.84836], [0.88514, -0.76382, -2.64611], [0.76422, -0.80747, -4.03281], [-0.47136, -0.56047, -4.63091], [-1.54020, -0.27649, -3.79565], [2.23438, -1.07386, -2.00430], [2.16930, -1.52524, -0.22847], [-2.55381, -0.14698, -4.16550], [1.66636, -1.06301, -4.58211], [-0.58137, -0.66142, -5.70453], [2.73183, -1.90887, -2.52859], [2.86246, -0.17480, -2.10534], [-2.74407, -1.01199, -0.96889], [-3.37703, 0.35772, -1.99026], [-1.00936, -3.24163, 0.77782], [-1.63016, -2.61102, 0.28790], [-2.43505, -3.13484, 0.08591], [0.34782, -2.92878, 2.45364], [0.02760, -3.72054, 1.89908], [0.24763, -4.47575, 2.47222], [2.09191, -3.32648, -0.39064], [3.02618, -3.69507, -0.84467], [1.93220, -3.74136, 0.61683], [1.23243, -3.60495, -1.02760], [3.88971, -1.25664, 0.27863], [3.99210, -1.54049, 1.33877], [4.55063, -1.88180, -0.34616], [4.13632, -0.18842, 0.15454], [-2.08577, 2.74062, -0.88557], [-3.05301, 2.96204, -1.35471], [-1.87075, 3.52011, -0.14009], [-1.29303, 2.75442, -1.63837], [-3.81485, 1.20044, 0.71638], [-3.72540, 1.67837, 1.69532], [-4.49902, 1.78691, 0.08861], [-4.20933, 0.18116, 0.83638], [1.54861, 2.17164, -0.70525], [1.03543, 1.44983, 0.79361], [1.93713, 1.22335, 1.37607], [0.38497, 2.17209, 1.30676]]}